C33H29BCo2F6O8 | wB97M-V/def2-TZVPD

```
79
Properties=species:S:1:pos:R:3
Co 0.000 -5.379 -2.147
C 1.991 -4.409 0.086
C -3.045 3.335 -0.423
H -1.194 -4.995 3.392
F 4.167 5.828 0.468
H 3.648 -5.195 2.220
C -0.757 0.611 2.357
C -1.371 -4.680 -1.331
C 3.027 0.985 -0.849
H -4.078 5.502 1.245
C 1.041 4.152 1.178
H -0.874 2.566 3.159
C -3.311 3.226 -1.917
H -1.002 -2.524 1.300
C 1.649 -4.808 1.462
C 0.336 3.045 0.737
H -4.176 3.083 1.430
C 1.090 -2.471 -2.709
H -5.129 3.731 0.050
F 2.381 0.652 -2.014
C -0.291 -1.724 1.520
B -1.294 2.927 1.012
C -0.134 -5.077 3.128
C 3.083 3.280 0.180
C 0.995 2.051 0.044
H -2.845 6.697 0.836
O 4.336 -4.126 -4.658
H 0.569 4.940 1.764
C 1.427 -4.933 -1.053
H 0.536 -1.816 0.810
H -0.837 4.504 -1.415
H -1.602 -0.202 0.594
C 2.174 -5.432 3.783
C 3.063 5.569 1.220
O -2.048 2.374 -0.092
F 3.458 5.563 2.534
C -2.412 4.716 0.086
H -1.971 5.851 -1.718
O 1.089 -2.828 -6.485
C -0.664 -7.058 -2.454
H 0.116 -1.928 2.511
O -1.271 -4.350 -4.602
C -0.926 -0.369 1.441
F 2.210 6.635 1.069
H -0.148 0.344 3.221
Co 1.546 -3.862 -3.809
C 0.284 -4.883 1.809
C -1.383 1.950 2.397
O -1.734 4.306 1.254
H -2.381 3.267 -2.498
O 0.701 -1.709 -1.933
H -4.662 2.006 0.110
F 4.334 1.198 -1.153
H -2.456 1.905 2.629
C 1.770 -5.229 -2.385
H -0.442 -4.760 1.001
C -1.428 5.295 -0.937
C 2.590 -5.137 2.482
O -2.277 -4.127 -0.859
O -1.190 -8.088 -2.507
H -3.790 2.260 -2.131
H 2.369 -6.119 -2.645
H 2.823 -3.698 -0.038
C -3.391 5.823 0.458
F 2.975 -0.140 -0.049
H -3.969 6.146 -0.417
C 1.356 -3.148 -5.408
C -0.422 -4.490 -3.802
H 0.492 -5.554 5.146
H 2.911 -5.706 4.545
C 2.386 4.288 0.837
H 0.458 1.159 -0.264
C 0.811 -5.392 4.113
C -4.335 3.028 0.341
H -3.982 4.025 -2.259
C 2.365 2.155 -0.189
H -0.719 5.979 -0.450
C 3.251 -3.981 -4.285
H 4.131 3.373 -0.077
```

As for the HOMO energy: -6.613 eV. Its frontier orbital gap is 2.0 eV. Its molar mass is 796.3 u. The relative energy (zero: lowest compared OMol25 entry of this formula, charge and spin) comes out at 24.8 kcal per mole. The calculation puts the largest force on an atom at 5.04 eV/Å.

***

H29O14 | wB97M-V/def2-TZVPD

```
43
Properties=species:S:1:pos:R:3
O -2.023 -0.542 1.133
O 4.362 0.170 0.195
H -1.858 -1.402 1.455
H -0.603 0.459 -2.679
H -0.467 2.336 0.002
O 3.856 -1.303 2.933
O -2.136 0.897 -3.460
H 0.733 1.277 4.341
H -1.931 -2.741 -2.714
H -1.816 3.185 3.465
H -4.721 1.413 -0.997
H -2.312 -4.158 -2.150
O -2.339 -3.114 -1.896
H -2.276 1.592 -2.821
O 3.027 -2.574 -1.444
H 3.392 -0.481 3.101
O 2.461 -0.086 -2.107
H 0.815 1.170 0.637
H 2.541 0.722 -1.465
O 1.690 1.394 4.405
H -1.320 -3.942 0.812
H 3.047 -2.847 -0.600
H -1.369 3.051 -1.495
O -2.642 2.592 3.157
H 2.546 -0.859 -1.513
H 0.876 0.137 -2.174
H -0.769 -3.018 -0.051
O -0.690 2.773 -0.942
H -2.720 -0.480 0.280
H 3.945 -2.379 -1.804
H -4.896 0.065 -1.378
H 5.189 -0.350 0.232
H 4.583 1.062 0.523
H -0.268 1.902 -1.470
H -0.566 0.812 1.374
O 0.004 1.597 1.149
O 0.015 0.504 -1.903
H -2.945 0.378 -3.371
O -4.218 0.751 -1.345
H -3.017 2.307 3.870
H 3.801 -1.431 2.008
O -0.947 -3.086 0.779
H 1.967 2.247 3.926
```

Its charge is +1. As for the HOMO energy: -13.405 eV. Its frontier orbital gap is 10.4 eV. Its molar mass is 253.2 u. The relative energy (zero: lowest compared OMol25 entry of this formula, charge and spin) comes out at 130.4 kcal per mole. The calculation puts the largest force on an atom at 10.21 eV/Å.

***

C10H11NO4 | wB97M-V/def2-TZVPD

```
26
Properties=species:S:1:pos:R:3
O -2.625 -1.022 -0.462
C 2.026 -0.843 0.452
N -0.715 1.479 -0.080
H 1.570 -1.728 0.821
H 1.452 2.160 -0.773
C -2.723 -2.469 -0.302
H -2.511 1.491 -1.929
C -2.124 1.388 0.060
O -2.860 1.645 -1.097
C -0.034 0.463 0.260
H -2.788 -0.623 1.393
C -2.108 -0.400 0.582
C 2.151 1.424 -0.530
C 4.118 0.181 0.007
C 3.502 1.338 -0.569
H 4.064 2.094 -0.873
H -3.177 -2.961 -1.189
H 3.782 -1.945 0.686
C 1.425 0.356 0.051
H 5.249 0.114 0.083
H -1.814 -3.011 -0.274
O -0.738 -0.635 0.756
H -2.617 2.921 0.759
O -2.642 2.059 1.135
H -3.294 -2.497 0.723
C 3.430 -0.979 0.313
```

Its SMILES is CO[C@H]1OC(c2ccccc2)=NC1(O)O. As for the HOMO energy: -9.122 eV. Its frontier orbital gap is 9.5 eV. Its molar mass is 209.2 u. The relative energy (zero: lowest compared OMol25 entry of this formula, charge and spin) comes out at 83.3 kcal per mole. The calculation puts the largest force on an atom at 5.73 eV/Å.